Molecular formula: C29H44Cl2N4O9PdSSi
Method: DFT, ωB97M-V/def2-TZVPD

Output
**HOMO-LUMO gap (spin up / spin down)**: 0.199 / 0.200 Eh
**HOMO (spin up / spin down)**: -1.1808 / -1.1874 eV
**F_max**: 0.2 eV/Å
**LUMO energy (spin up / spin down)**: 4.2 / 4.2 eV
**Total charge**: -2

Geometry as XYZ:
```
91
Properties=species:S:1:pos:R:3:forces:R:3
Si 2.319 -0.838 -1.397 0.033 0.041 -0.015
C -0.492 0.471 3.407 0.018 -0.014 -0.020
H -3.960 -0.511 -2.649 0.014 -0.033 0.021
C -2.878 -0.789 3.889 0.017 -0.021 -0.039
H 2.582 1.038 1.133 0.002 0.028 -0.002
C -0.512 2.560 -1.065 0.013 -0.009 0.028
H 0.486 -2.766 -2.739 -0.021 0.003 0.007
H 4.938 0.352 -4.870 0.001 0.004 -0.002
H 0.876 3.754 2.983 0.003 -0.004 -0.001
N 0.660 2.861 1.096 0.023 -0.060 -0.084
O -3.643 3.366 -1.889 0.026 -0.056 -0.030
C -4.101 -2.098 1.744 -0.009 0.003 0.013
H 0.088 -2.403 0.956 0.007 -0.006 -0.014
H 5.831 -1.601 0.138 0.000 0.002 0.001
H -3.164 1.060 -2.826 0.025 -0.009 0.003
C 2.559 1.163 -3.750 -0.020 -0.003 0.019
H -2.715 1.147 0.253 0.026 0.033 0.026
C 2.441 -0.778 -5.319 -0.002 0.014 0.009
C 3.162 0.167 1.442 0.024 -0.025 -0.012
H -0.734 -3.639 -1.777 -0.006 -0.012 -0.003
H 4.900 -1.322 -4.268 0.001 -0.003 -0.006
H 1.475 1.188 -3.638 -0.005 -0.005 -0.011
C 0.230 3.301 2.244 -0.021 0.012 0.045
C 4.284 -0.125 0.449 0.003 0.019 0.064
Pd -0.162 0.224 0.482 -0.072 0.085 0.012
O 2.189 -2.331 -0.693 0.060 0.020 -0.020
C 3.036 -0.264 -4.010 0.026 0.013 -0.051
H 2.184 -4.519 -2.132 0.001 -0.004 -0.006
C 1.742 -4.605 -1.138 -0.009 0.021 0.003
C -2.245 -0.065 4.925 -0.005 -0.001 0.019
C -4.072 2.809 0.671 -0.045 -0.102 -0.037
H -2.723 -0.002 5.893 -0.001 0.000 0.002
C 0.043 -2.872 -1.746 -0.002 -0.004 0.010
C -2.872 -1.459 1.450 -0.017 0.062 -0.104
N -1.911 3.498 3.453 0.031 0.005 0.030
O -2.351 -1.427 0.313 0.015 -0.039 0.002
H 2.857 1.811 -4.579 -0.001 0.012 0.002
Cl -4.932 -2.893 0.427 0.001 0.001 -0.013
H 4.718 1.958 0.118 0.002 0.003 0.002
H -3.880 3.860 0.884 0.032 -0.007 -0.010
O 1.117 0.150 -1.183 -0.033 -0.044 -0.001
O 2.611 -1.164 -3.004 -0.004 -0.024 0.018
H 0.990 -5.398 -1.148 0.003 -0.001 -0.004
O -5.964 3.350 -1.009 -0.050 -0.063 -0.064
H 2.531 -4.873 -0.431 -0.003 0.002 0.000
C -2.263 -0.790 2.611 -0.010 -0.027 0.079
H 2.754 -1.811 -5.485 0.003 -0.001 0.000
C -3.622 0.376 -2.111 -0.103 0.056 -0.089
C 4.564 -0.301 -4.076 -0.017 -0.012 0.013
H 5.438 -1.322 1.851 -0.001 0.003 0.003
N -1.078 -0.149 2.402 0.018 -0.028 0.043
H -0.428 -1.931 -1.463 0.005 -0.003 0.002
H -5.674 1.098 -2.145 0.000 -0.029 0.009
C -4.696 -2.113 3.001 0.020 -0.019 -0.003
H 0.427 2.250 -1.514 -0.001 0.019 -0.026
C 1.119 -3.268 -0.738 -0.040 -0.036 0.035
H 2.766 -0.167 -6.165 0.000 0.000 -0.006
C 5.020 -1.405 0.844 -0.017 -0.004 -0.023
C -2.868 1.922 1.005 -0.095 0.033 0.023
H -0.564 1.149 5.447 0.006 -0.010 0.005
H 4.324 -2.244 0.811 0.004 -0.006 0.006
C 5.255 1.052 0.404 -0.018 -0.001 -0.007
H -0.266 -4.111 0.703 0.001 0.001 0.016
H -4.945 2.509 1.253 0.041 0.024 -0.018
O 3.799 -0.287 -0.874 0.031 -0.001 -0.016
S -4.633 2.773 -1.018 0.005 0.071 0.151
C -1.157 3.134 2.395 0.030 -0.021 -0.072
H -5.638 -2.627 3.137 -0.002 0.000 0.000
H -5.170 0.515 -0.562 0.038 0.001 0.022
N -1.615 2.624 1.170 0.030 0.006 0.056
C -0.446 2.287 0.422 0.086 0.015 -0.013
H 5.722 1.213 1.379 -0.001 -0.001 0.002
O -3.162 3.412 3.382 -0.126 -0.011 -0.015
C -4.827 1.037 -1.458 -0.055 0.114 -0.049
H -3.113 1.406 1.930 -0.012 -0.006 -0.017
Cl -4.881 -1.530 5.627 -0.008 0.001 0.018
H -1.323 2.012 -1.542 -0.007 -0.004 0.002
O -1.341 3.908 4.497 0.061 0.041 0.066
C -4.101 -1.480 4.057 -0.011 0.016 0.000
H -2.884 0.043 -1.387 0.079 -0.049 0.016
H 1.310 -3.624 1.380 0.009 -0.002 0.011
C 0.527 -3.360 0.665 -0.048 -0.013 -0.018
H 3.581 0.349 2.436 0.005 -0.001 0.000
H 2.478 -0.683 1.507 0.012 0.001 0.010
H 2.989 1.553 -2.825 0.009 -0.003 -0.004
H -0.692 3.628 -1.217 -0.001 -0.005 0.010
H 0.469 0.921 3.196 -0.006 0.024 -0.009
H 1.352 -0.753 -5.262 0.003 0.000 0.001
C -1.056 0.556 4.689 -0.003 0.025 -0.005
H 4.975 0.021 -3.119 0.003 0.004 0.000
H 6.036 0.860 -0.335 0.000 0.001 -0.002
```
Positions in Å, forces in eV/Å.